1.
Formula: C18H24Cl2N2O3S
Source: the OMol25 dataset
Level of theory: ωB97M-V with the def2-TZVPD basis set

Geometry (Å):
O -2.611 -0.547 -2.262
C -2.615 -0.685 -1.142
N -3.628 -0.016 -0.480
C -4.024 -0.297 0.926
H -5.073 -0.840 0.895
H -3.458 -1.078 1.448
C -4.077 0.934 1.882
C -2.764 1.895 1.233
H -2.794 2.786 1.898
H -1.815 1.245 1.597
C -2.726 2.515 -0.101
C -4.120 2.433 -0.947
C -4.541 0.733 -1.239
H -5.584 0.917 -0.774
H -4.512 0.683 -2.322
H -4.804 2.882 -0.135
H -3.846 2.692 -1.743
H -2.028 1.610 -0.594
H -2.136 3.427 -0.226
H -3.994 0.884 2.901
H -4.927 1.653 1.439
C -1.843 -1.366 -0.198
H -1.641 -0.968 0.721
C -2.080 -2.914 -0.144
C -0.900 -3.505 0.202
C 0.540 -3.349 -0.207
N 0.699 -2.131 -0.323
S 1.245 -0.990 1.018
O 2.005 -2.051 1.888
O 0.171 -0.566 1.852
C 2.160 0.293 0.237
C 1.716 1.461 0.373
C 2.488 2.562 -0.070
C 3.543 2.124 -0.906
C 3.929 0.877 -1.088
C 3.291 0.104 -0.470
Cl 3.738 -1.715 -0.934
H 4.819 0.741 -1.440
H 4.095 3.107 -1.320
Cl 1.841 4.275 0.255
H 0.969 1.592 1.286
C -0.500 -1.170 -0.781
H -0.199 -0.224 -0.988
H -0.440 -1.728 -2.031
H 1.166 -3.709 0.337
H 0.667 -3.865 -1.215
H -0.983 -4.862 0.492
H -0.747 -3.470 1.517
H -2.043 -3.249 -1.446
H -3.110 -3.087 0.212

**Orbital gap**: 8.18 eV
**F_max**: 0.376 Eh/bohr
**2S+1**: 1
**Highest occupied orbital energy**: -0.31830 Eh

2.
Formula: C3H4N2O
Source: the OMol25 dataset
Level of theory: ωB97M-V with the def2-TZVPD basis set

Geometry (Å):
C -0.275 0.762 1.995
N 0.137 -0.205 1.137
O -0.770 -0.213 -0.037
C -0.016 -0.765 -1.031
C 0.645 0.214 -1.976
N 1.251 0.846 -2.719
H -1.202 1.333 1.830
H 0.276 0.862 2.977
H -0.708 -1.347 -1.634
H 0.663 -1.487 -0.542

**Orbital gap**: 11.10 eV
**Energy relative to the best compared isomer or geometry (same formula, charge and spin)**: 3.740 eV
**F_max**: 0.106 Eh/bohr
**2S+1**: 1
**Highest occupied orbital energy**: -0.39284 Eh

3.
Formula: C37H35F4N2
Source: the OMol25 dataset
Level of theory: ωB97M-V with the def2-TZVPD basis set

Geometry (Å):
C 5.570 -1.361 2.656
C 4.249 -0.697 2.917
C 4.155 0.695 2.962
C 2.940 1.339 3.222
C 2.904 2.833 3.269
C 1.807 0.544 3.428
N 0.542 1.165 3.593
C -0.580 0.808 2.860
C -0.360 0.176 1.638
N -1.662 1.311 3.542
C -3.005 0.846 3.386
C -3.545 0.000 4.365
C -2.792 -0.387 5.596
C -4.819 -0.528 4.145
C -5.550 -0.205 3.000
C -6.880 -0.863 2.782
C -5.018 0.710 2.084
C -3.740 1.248 2.266
C -3.177 2.260 1.319
C -1.198 1.976 4.672
C 0.144 1.915 4.678
C 1.881 -0.857 3.459
C 0.708 -1.714 3.821
C 3.103 -1.462 3.158
H 5.436 -2.437 2.513
H 6.049 -0.947 1.762
H 6.261 -1.214 3.496
H 5.051 1.299 2.797
H 1.890 3.232 3.329
H 3.463 3.202 4.143
H 3.386 3.260 2.378
H -1.170 -0.186 1.022
H 0.637 0.489 1.326
H -3.420 -1.065 6.187
H -1.855 -0.921 5.382
H -2.559 0.474 6.235
H -5.243 -1.215 4.882
H -7.349 -0.493 1.868
H -6.760 -1.950 2.695
H -7.558 -0.682 3.625
H -5.609 1.003 1.214
H -3.916 2.473 0.537
H -2.958 3.208 1.830
H -2.253 1.918 0.833
H -1.870 2.420 5.387
H 0.872 2.302 5.376
H 1.030 -2.763 3.861
H 0.285 -1.462 4.805
H -0.093 -1.656 3.073
H 3.171 -2.553 3.139
F -0.316 -3.699 -4.179
C 0.254 -3.590 -2.931
C 1.126 -4.608 -2.532
C 1.738 -4.431 -1.285
F 2.648 -5.379 -0.873
C 1.521 -3.320 -0.482
C 0.689 -2.268 -0.946
C 0.705 -0.996 -0.247
C 0.627 0.163 -1.031
C 1.072 1.440 -0.688
C 0.639 2.641 -1.312
C 1.051 3.901 -0.795
C 0.611 5.067 -1.399
F 0.993 6.282 -0.871
C -0.233 5.072 -2.518
C -0.611 3.825 -3.021
F -1.430 3.786 -4.131
C -0.217 2.623 -2.450
C -0.012 -2.462 -2.165
H 1.356 -5.456 -3.169
H 2.039 -3.207 0.471
H 1.275 -1.095 0.684
H 0.220 0.058 -2.035
H 1.753 1.562 0.156
H 1.729 3.935 0.057
H -0.577 5.998 -2.975
H -0.535 1.680 -2.887
H -0.726 -1.719 -2.519

**Orbital gap**: 4.55 eV
**Charge**: +1
**F_max**: 0.055 Eh/bohr
**2S+1**: 1
**Highest occupied orbital energy**: -0.36467 Eh

4.
Formula: CF4MnO3P
Source: the OMol25 dataset
Level of theory: ωB97M-V with the def2-TZVPD basis set

Geometry (Å):
C 1.418 0.010 -2.186
O -1.034 -0.284 -0.296
O 1.937 0.274 -1.161
O 1.291 -0.183 -3.324
Mn -2.956 -0.193 -0.223
P -0.627 -0.044 1.173
F -2.371 0.481 1.468
F -1.022 -1.182 2.206
F 0.910 -0.455 1.325
F -0.317 1.431 1.618

**Orbital gap (spin up / spin down)**: 8.07 / 7.96 eV
**Charge**: +1
**Energy relative to the best compared isomer or geometry (same formula, charge and spin)**: 0.000 eV
**⟨S²⟩**: 8.753
**F_max**: 0.073 Eh/bohr
**2S+1**: 6
**Highest occupied orbital energy (spin up / spin down)**: -0.56988 / -0.56997 Eh

5.
Formula: C7H7BrNO5
Source: the OMol25 dataset
Level of theory: ωB97M-V with the def2-TZVPD basis set

Geometry (Å):
C -2.495 1.303 -0.427
C -2.515 0.101 -1.042
C -1.226 1.623 0.127
C -1.149 -0.508 -0.864
C 1.868 -0.435 -0.261
C 3.176 -0.022 -1.103
C -0.653 -0.403 1.857
N -0.390 0.448 -0.082
O -0.772 2.597 0.685
O -0.670 -1.553 -1.117
O 1.729 -1.418 0.372
O -0.453 -1.595 1.616
O 0.973 0.579 -0.416
Br 4.754 -0.199 -0.035
H -3.507 1.876 -0.376
H -3.236 -0.501 -1.547
H 3.112 -0.874 -1.849
H 2.799 0.883 -1.550
H -0.048 0.272 2.513
H -1.717 -0.154 2.063
H 0.418 -2.020 1.437

**Orbital gap**: 8.08 eV
**Charge**: +1
**Energy relative to the best compared isomer or geometry (same formula, charge and spin)**: 0.753 eV
**F_max**: 0.103 Eh/bohr
**2S+1**: 1
**Highest occupied orbital energy**: -0.50216 Eh

6.
Formula: C10H11N
Source: the OMol25 dataset
Level of theory: ωB97M-V with the def2-TZVPD basis set

Geometry (Å):
C 1.414 2.143 -0.072
C 2.161 1.148 0.592
C 1.535 0.126 1.293
C 0.137 0.125 1.314
N -0.744 -0.742 1.915
C -2.035 -0.338 1.659
C -2.011 0.801 0.887
C -0.638 1.118 0.652
C 0.028 2.140 -0.050
H 1.946 2.935 -0.616
H 3.258 1.181 0.554
H 2.118 -0.648 1.810
H -0.483 -1.563 2.467
H -2.880 -0.902 2.053
H -2.887 1.344 0.531
H -0.542 2.921 -0.571
C 0.514 -1.687 -2.590
C -0.639 -2.243 -2.216
H 1.183 -2.190 -3.298
H 0.826 -0.711 -2.200
H -0.951 -3.219 -2.606
H -1.308 -1.740 -1.508

**Orbital gap**: 8.96 eV
**Energy relative to the best compared isomer or geometry (same formula, charge and spin)**: 0.218 eV
**F_max**: 0.017 Eh/bohr
**2S+1**: 1
**Highest occupied orbital energy**: -0.29428 Eh

7.
Formula: C15H26ClGaIN2O2P
Source: the OMol25 dataset
Level of theory: ωB97M-V with the def2-TZVPD basis set

Geometry (Å):
C 1.722 -0.372 -2.803
I 2.764 2.078 -3.504
H 1.101 -1.302 -2.886
H 2.303 -0.494 -1.879
H 2.309 -0.402 -3.732
Ga -0.483 0.156 -1.760
P 0.078 0.694 -5.030
C 1.272 0.907 -6.427
C -0.744 -0.788 -5.749
H -2.025 1.918 -4.912
H -1.471 1.736 -6.629
H -0.680 2.938 -5.530
C -1.160 1.950 -5.592
H -1.607 -1.057 -5.133
H -1.060 -0.592 -6.781
H 0.786 0.782 -7.405
H 2.077 0.170 -6.325
H -0.034 -1.621 -5.742
H 1.716 1.904 -6.350
C 4.703 0.645 -2.491
O 5.642 1.303 -2.536
Cl -2.576 0.139 -2.194
C -3.047 -2.023 5.129
C -1.562 -1.962 5.342
N -0.842 -1.009 4.469
C -0.994 0.420 4.832
C -0.328 0.689 6.173
C -0.759 -1.393 3.144
O -1.290 -2.416 2.714
C 0.089 -0.540 2.253
C 1.267 0.081 2.684
C 1.953 0.891 1.788
C 1.467 1.102 0.498
N 0.325 0.466 0.115
C -0.347 -0.381 0.951
H -3.513 -1.044 5.285
H -3.473 -2.724 5.850
H -3.285 -2.389 4.126
H -1.355 -1.657 6.365
H -1.107 -2.934 5.143
H -0.536 1.063 4.064
H -2.077 0.644 4.873
H 0.728 0.384 6.129
H -0.374 1.767 6.361
H -0.833 0.157 6.991
H 1.650 -0.085 3.696
H 2.879 1.351 2.105
H 1.973 1.729 -0.245
H -1.242 -0.875 0.557

**Orbital gap (spin up / spin down)**: 4.34 / 4.36 eV
**Charge**: +2
**Energy relative to the best compared isomer or geometry (same formula, charge and spin)**: 1.432 eV
**F_max**: 0.064 Eh/bohr
**2S+1**: 1
**Highest occupied orbital energy (spin up / spin down)**: -0.52432 / -0.52433 Eh

| no. | total energy (Eh) |
| --- | --- |
| 1 | -2353.38608 |
| 2 | -301.34978 |
| 3 | -1939.56827 |
| 4 | -2155.52944 |
| 5 | -3275.49450 |
| 6 | -442.37995 |
| 7 | -3870.45554 |